Below is a cluster of 17 separate species, C60H105N5O39 in total at a distorted geometry, with properties calculated with ωB97M-V/def2-TZVPD.

Summary:
M in g/mol: 1520.5
E_LUMO in eV: -0.352
Multiplicity: 1
Charge: 0
HOMO level in eV: -8.3
Orbital gap in eV: 7.96

Element x y z (Å)
1 C 1.95290 -1.34187 -3.21620
2 O 0.90216 -1.10261 -4.14554
3 H 2.37200 -2.34125 -3.33315
4 H 2.75036 -0.64971 -3.48651
5 H 1.64122 -1.19750 -2.18174
6 H 1.29310 -1.14744 -5.02119
7 C -2.99424 -2.07624 2.70899
8 C -3.56588 -0.82751 1.93448
9 C -4.96661 -1.04840 1.36438
10 O -5.76635 -0.02857 1.94353
11 C -4.98770 0.75351 2.72009
12 O -5.39682 1.82857 3.21601
13 O -3.73607 0.25071 2.80091
14 H -2.57553 -2.79622 2.00585
15 H -3.73716 -2.53292 3.36291
16 H -2.16456 -1.72700 3.32362
17 H -3.00822 -0.58662 1.02944
18 H -5.39325 -1.99857 1.68572
19 H -4.86091 -1.01805 0.27994
20 C 8.74733 -0.26204 -0.25980
21 C 7.57111 0.55365 -0.62301
22 C 7.50571 0.79020 -2.07899
23 O 6.13384 0.75915 -2.38618
24 C 5.49847 0.13785 -1.35659
25 O 4.32027 -0.13002 -1.33579
26 O 6.43319 -0.21347 -0.38132
27 H 9.09098 -0.85016 -1.11074
28 H 8.52751 -0.97638 0.53361
29 H 9.49425 0.47502 0.03509
30 H 7.45989 1.51538 -0.12223
31 H 8.08767 0.11155 -2.70257
32 H 7.80341 1.80382 -2.34742
33 C 0.16029 -6.31467 -0.90957
34 C -0.59959 -6.54600 0.40831
35 C -0.34309 -5.47366 1.46448
36 O -1.59949 -5.28141 1.95903
37 C -2.54434 -5.86178 1.24373
38 O -3.75057 -5.90497 1.62584
39 O -1.99514 -6.49825 0.26008
40 H -0.02356 -5.28775 -1.22538
41 H -0.13142 -6.98695 -1.71645
42 H 1.23091 -6.42393 -0.73655
43 H -0.28765 -7.50097 0.83119
44 H 0.12928 -4.56202 1.09858
45 H 0.38003 -5.87451 2.17478
46 C -0.57314 1.29308 1.09487
47 C -0.12860 0.21497 0.01407
48 C 0.83693 -0.87803 0.52510
49 O 0.27463 -2.07654 -0.02826
50 C -1.01109 -1.83590 -0.46811
51 O -1.79751 -2.64952 -0.84355
52 O -1.26444 -0.56502 -0.36674
53 H -1.27750 2.00126 0.65847
54 H 0.28390 1.91075 1.36332
55 H -0.95476 0.86722 2.02283
56 H 0.25123 0.72100 -0.87349
57 H 0.93966 -0.94068 1.60844
58 H 1.82904 -0.62484 0.15133
59 C 0.91486 2.62996 -2.86505
60 C 1.93132 3.07695 -3.92344
61 C 1.72038 4.53527 -4.48004
62 O 2.92463 5.12210 -4.06822
63 C 3.75219 4.29521 -3.37474
64 O 4.88637 4.60053 -2.99637
65 O 3.20235 3.12205 -3.27559
66 H 0.66613 1.57127 -2.93860
67 H -0.04845 3.13873 -2.90095
68 H 1.27417 2.78960 -1.84843
69 H 2.01672 2.28268 -4.66503
70 H 0.77410 4.94071 -4.12191
71 H 1.68179 4.43678 -5.56490
72 C -6.22660 -3.26282 -0.66690
73 C -5.05190 -3.38541 -1.64831
74 C -4.56393 -4.79501 -1.73057
75 O -4.29764 -4.96860 -3.10316
76 C -4.80632 -3.95657 -3.79263
77 O -4.63116 -3.81243 -4.97408
78 O -5.49977 -3.18712 -2.94230
79 H -6.03929 -3.50328 0.37962
80 H -7.07650 -3.87556 -0.96741
81 H -6.49446 -2.21062 -0.76292
82 H -4.21103 -2.74160 -1.39036
83 H -5.33240 -5.45097 -1.32159
84 H -3.71026 -4.91749 -1.06398
85 C -8.37674 -0.82952 -2.67845
86 C -7.20122 0.10305 -2.99135
87 C -7.42347 1.53383 -2.49629
88 O -6.25660 1.80020 -1.78654
89 C -5.42216 0.74214 -1.78511
90 O -4.20304 0.74328 -1.55008
91 O -6.06302 -0.33376 -2.26457
92 H -9.24267 -0.66085 -3.31862
93 H -8.87755 -0.67759 -1.72230
94 H -8.10806 -1.87931 -2.79620
95 H -6.94150 0.06165 -4.04914
96 H -8.29566 1.52385 -1.84262
97 H -7.47763 2.29438 -3.27522
98 C 6.36508 -2.00485 3.32853
99 C 5.00879 -1.34770 3.22743
100 C 4.13025 -1.68924 2.05550
101 O 2.86573 -2.04168 2.65996
102 C 3.00366 -2.11021 4.02471
103 O 1.99308 -2.42240 4.75930
104 O 4.25121 -1.74069 4.35209
105 H 6.89398 -1.75352 2.40918
106 H 6.29630 -3.09101 3.38873
107 H 6.96440 -1.71305 4.19095
108 H 5.10755 -0.26219 3.23047
109 H 4.58299 -2.47062 1.44512
110 H 3.95297 -0.79483 1.45826
111 C 3.26611 -3.64833 -0.50562
112 C 4.57027 -4.35460 -0.73765
113 C 5.46252 -3.81044 -1.83067
114 O 6.67479 -3.68812 -1.15032
115 C 6.61063 -3.98685 0.14124
116 O 7.58662 -4.07930 0.87087
117 O 5.33648 -4.34082 0.45882
118 H 3.31998 -2.56394 -0.40911
119 H 2.71373 -4.13477 0.29834
120 H 2.62496 -3.86294 -1.36059
121 H 4.36993 -5.40036 -0.97079
122 H 5.12791 -2.84746 -2.21641
123 H 5.54406 -4.44009 -2.71666
124 C -2.81995 3.60654 -2.36986
125 C -3.21644 4.66828 -1.35538
126 C -3.75343 4.22561 0.01627
127 O -2.59122 4.45920 0.82249
128 C -1.65591 5.21103 0.21403
129 O -0.70294 5.63043 0.82130
130 O -2.06088 5.47987 -1.04670
131 H -2.03116 3.01035 -1.91108
132 H -2.46389 4.08484 -3.28230
133 H -3.60145 2.96136 -2.77121
134 H -4.00401 5.27009 -1.80889
135 H -3.91102 3.14706 0.01530
136 H -4.66639 4.73124 0.33081
137 C -3.19013 6.14518 3.86044
138 C -3.10301 4.59563 4.00323
139 C -1.74424 4.06155 4.34748
140 O -2.04525 3.37200 5.52944
141 C -3.28019 3.54579 5.99906
142 O -3.74791 3.07756 7.06854
143 O -3.84521 4.34232 5.15656
144 H -2.72089 6.70780 4.66751
145 H -4.24878 6.39897 3.91482
146 H -2.79121 6.54360 2.92758
147 H -3.59117 4.10496 3.16118
148 H -1.00994 4.85712 4.47389
149 H -1.31752 3.41054 3.58446
150 C 0.18579 -0.75598 8.08085
151 O 0.79103 -0.33700 9.07301
152 N -0.41255 0.08043 7.18531
153 C -1.13467 -0.39221 5.97301
154 C -0.44936 1.50142 7.34096
155 H 0.04496 -1.81460 7.81309
156 H -1.47732 -1.42031 6.09008
157 H -0.45320 -0.45457 5.12459
158 H -2.05182 0.18641 5.86289
159 H -0.07304 1.93998 6.41676
160 H -1.47834 1.72374 7.62358
161 H 0.12614 1.89649 8.17810
162 C -1.89119 1.17536 -5.33571
163 O -2.19856 2.26738 -5.79360
164 N -2.77922 0.19062 -5.18044
165 C -2.35015 -1.02447 -4.36962
166 C -4.11910 0.09512 -5.68041
167 H -0.94643 0.84526 -4.87673
168 H -1.38794 -0.88284 -3.87750
169 H -2.38436 -1.90591 -5.00992
170 H -3.12111 -1.17554 -3.61404
171 H -4.48844 1.02070 -6.12200
172 H -4.23978 -0.58634 -6.52251
173 H -4.82716 -0.24022 -4.92258
174 C 2.47681 7.10779 4.32706
175 O 1.27898 7.31962 4.22057
176 N 3.02331 5.91143 4.09194
177 C 2.13629 4.75970 3.68538
178 C 4.46492 5.64190 3.99660
179 H 3.16594 7.91240 4.62693
180 H 1.09217 5.05981 3.77400
181 H 2.32853 3.86976 4.28466
182 H 2.16106 4.51012 2.62462
183 H 4.82709 5.62235 2.96871
184 H 5.05394 6.46819 4.39460
185 H 4.77691 4.71773 4.48308
186 C -1.64031 -5.74904 -5.46129
187 O -1.64953 -6.12543 -6.62174
188 N -0.68975 -4.94779 -4.97863
189 C -0.75607 -4.30704 -3.69086
190 C 0.48255 -4.58797 -5.72917
191 H -2.39485 -5.99817 -4.69918
192 H -0.80722 -3.22792 -3.83575
193 H 0.13096 -4.53368 -3.09933
194 H -1.55899 -4.67539 -3.05232
195 H 0.57305 -3.52425 -5.94917
196 H 1.37259 -4.91055 -5.18892
197 H 0.50268 -5.13907 -6.66938
198 C 4.52991 2.50206 2.18448
199 O 3.58191 1.76004 2.49805
200 N 4.50514 3.21542 1.05405
201 C 5.66372 3.97969 0.60759
202 C 3.28990 3.28871 0.21515
203 H 5.40158 2.69151 2.82985
204 H 5.57501 5.05549 0.75888
205 H 5.86418 3.80660 -0.44975
206 H 6.62357 3.69780 1.04039
207 H 3.53925 3.02953 -0.81380
208 H 2.50027 2.58827 0.48713
209 H 2.84816 4.28507 0.23030